*w*
Entry from the Open Molecules 2025 dataset: a structure of composition C4H4Br2 (ωB97M-V/def2-TZVPD).

Orbital gap ... 10.2 eV
Lowest unoccupied orbital energy ... 0.609 eV

ORCA input file:
```
! RIJCOSX wB97M-V def2-TZVPD def2/J DEFGRID3
* xyz 0 1
C -1.2399 0.2614 0.7589
C 0.0031 -0.0911 0.2689
C -1.0347 0.1552 -0.6887
C 1.4355 -0.3137 0.4353
Br -1.6302 -1.2413 -1.8351
Br -0.9210 1.7888 -1.9190
H -1.8789 0.4884 1.6555
H 1.6827 -0.0604 1.5038
H 1.8254 0.4292 -0.2589
H 1.7579 -1.4164 0.0792
*
```

Atomic partial charges in e from the Mulliken method, atoms 1 to 6: C -0.47; C 0.14; C 0.28; C -0.74; Br -0.11; Br -0.20

***

*x*
Entry from the Open Molecules 2025 dataset: a cluster of 2 separate species, C4H4Br2 in total (ωB97M-V/def2-TZVPD).

Orbital gap (alpha / beta) ... 8.2 / 7.8 eV
Lowest unoccupied orbital energy (alpha / beta) ... -0.429 / -0.618 eV

ORCA input file:
```
! RIJCOSX wB97M-V def2-TZVPD def2/J DEFGRID3
* xyz 0 1
C -1.7928 0.6692 1.2041
C -0.9953 -1.8603 -1.3024
C -1.9884 1.4649 0.1961
C -1.8346 -1.6740 -0.3214
Br -3.2018 2.3074 -0.9130
Br -2.5326 -2.7289 0.9460
H -2.3831 -0.1524 1.7797
H -0.8237 0.6767 1.6379
H -0.4189 -2.8458 -1.3427
H -0.6745 -1.0057 -1.8889
*
```

Atomic partial charges in e from the Mulliken method, atoms 1 to 6: C -0.32; C -0.34; C -0.17; C -0.04; Br -0.05; Br -0.07

***

Which structure wins on stability? *w* wins.

***

*w*
Entry from the Open Molecules 2025 dataset: an isolated molecule of C4H9N3 (ωB97M-V/def2-TZVPD).

Orbital gap ... 9.0 eV
Lowest unoccupied orbital energy ... 1.084 eV
SMILES string ... C=C(N)N/N=C/C

ORCA input file:
```
! RIJCOSX wB97M-V def2-TZVPD def2/J DEFGRID3
* xyz 0 1
C -0.9448 1.0087 1.3314
C -1.4898 0.2235 0.3887
N -2.8671 0.2064 0.1272
N -0.8244 -0.6570 -0.4512
N 0.4688 -0.9279 -0.6566
C 1.4462 -0.2372 -0.2343
C 2.7977 -0.5635 -0.7901
H 0.0121 0.8535 1.7849
H -1.5808 1.6927 1.8661
H -3.3819 0.8770 0.6758
H -3.1092 0.2536 -0.8594
H -1.4280 -1.2436 -1.0131
H 1.4676 0.4451 0.6115
H 3.3174 0.3458 -1.1090
H 2.7001 -1.2379 -1.6381
H 3.4161 -1.0391 -0.0338
*
```

Atomic partial charges in e from the Mulliken method, atoms 1 to 6: C -1.02; C 0.90; N -0.55; N 0.18; N -0.77; C 0.07

***

*x*
Entry from the Open Molecules 2025 dataset: a cluster of 2 separate species, C4H9N3 in total (ωB97M-V/def2-TZVPD).

Orbital gap ... 9.1 eV
Lowest unoccupied orbital energy ... 0.771 eV
SMILES string ... CC(C)=NN.C#N

ORCA input file:
```
! RIJCOSX wB97M-V def2-TZVPD def2/J DEFGRID3
* xyz 0 1
C -1.0217 -1.0970 -1.0970
C -0.0925 -0.4183 -0.1243
C 1.3343 -0.2462 -0.6186
N -0.3860 -0.6137 1.1412
N 0.3952 -0.0501 2.0619
H -0.6257 -2.0710 -1.3871
H -2.0008 -1.2478 -0.6476
H -1.1221 -0.5029 -2.0066
H 1.3479 -0.0323 -1.6854
H 1.9121 -1.1492 -0.4165
H 1.8412 0.5776 -0.1183
H -0.1211 0.0455 2.9310
H 0.7706 0.9131 1.7450
C -0.6844 1.7952 0.0367
N -0.0636 2.3442 0.8604
H -1.4833 1.7531 -0.6750
*
```

Atomic partial charges in e from the Mulliken method, atoms 1 to 6: C -1.31; C 0.54; C -1.16; N -0.24; N -0.54; H 0.31

***

Which structure wins on stability? *w* wins.

***

*w*
Entry from the Open Molecules 2025 dataset: an isolated molecule of C4H9N3 (ωB97M-V/def2-TZVPD).

Orbital gap ... 10.6 eV
Lowest unoccupied orbital energy ... 0.867 eV
SMILES string ... C[C@H](N)[C@@H](N)C#N

ORCA input file:
```
! RIJCOSX wB97M-V def2-TZVPD def2/J DEFGRID3
* xyz 0 1
C -0.5841 -1.6320 0.4460
C -0.6748 -0.1147 0.2738
N -1.7620 0.2000 -0.6402
C 0.6002 0.4604 -0.3248
N 0.7626 1.8212 -0.0508
C 2.1494 -0.2694 -0.3330
N 3.2587 -0.3852 -0.0496
H -1.5187 -2.0074 0.8608
H 0.2207 -1.8935 1.1313
H -0.4074 -2.1040 -0.5183
H -0.8247 0.3316 1.2776
H -2.6609 -0.0248 -0.2277
H -1.7472 1.1862 -0.8759
H 0.8307 0.1519 -1.4349
H 0.7614 2.0563 0.9383
H 1.5962 2.2233 -0.4726
*
```

Atomic partial charges in e from the Mulliken method, atoms 1 to 6: C -1.53; C 0.77; N -0.70; C -0.03; N -0.55; C -0.08

***

*x*
Entry from the Open Molecules 2025 dataset: a cluster of 2 separate species, C4H9N3 in total (ωB97M-V/def2-TZVPD).

Orbital gap ... 7.4 eV
Lowest unoccupied orbital energy ... 0.277 eV

ORCA input file:
```
! RIJCOSX wB97M-V def2-TZVPD def2/J DEFGRID3
* xyz 0 1
C -0.3485 1.7873 -0.0474
N -0.7230 0.3696 -0.0379
C 1.5567 -0.5748 0.2283
N 1.6922 -1.8777 -0.1456
N 2.3922 0.3586 0.1571
H -0.5707 -0.1294 -0.9001
H 1.0227 -2.5670 0.1488
H 2.5910 -2.2347 -0.4501
H 3.3016 0.1409 -0.2630
H -0.8223 2.2818 -0.8953
H -0.7147 2.2368 0.8714
H 0.7390 1.8507 -0.0845
C -2.4086 0.2009 0.1733
C -3.3818 -0.5269 0.2246
H -4.3322 -0.9858 0.3194
H 0.0064 -0.3300 0.7010
*
```

Atomic partial charges in e from the Mulliken method, atoms 1 to 6: C -0.84; N -0.26; C -0.24; N -0.35; N -0.56; H 0.37

***

Which structure wins on stability? *w* wins.

***

*w*
Entry from the Open Molecules 2025 dataset: an isolated molecule of C4H9N3 (ωB97M-V/def2-TZVPD).

Orbital gap ... 10.1 eV
Lowest unoccupied orbital energy ... 0.832 eV
SMILES string ... [H]/N=C\N(/C=N\[H])CC

ORCA input file:
```
! RIJCOSX wB97M-V def2-TZVPD def2/J DEFGRID3
* xyz 0 1
H 0.5725 -2.1307 -1.4483
N 1.4809 -1.6679 -1.2893
C 1.2621 -0.4945 -0.7976
N 0.0453 0.1058 -0.4933
C -1.2116 -0.3062 -0.9413
N -1.5334 -1.1172 -1.8843
H -0.7246 -1.4146 -2.4626
C 0.0569 1.1570 0.5404
C -0.0415 0.5885 1.9760
H 2.1347 0.1666 -0.5148
H -2.0407 0.1725 -0.3778
H 0.9523 1.7574 0.4055
H -0.7670 1.8266 0.3159
H -0.9957 0.0684 2.0875
H 0.7798 -0.1358 2.1903
H 0.0301 1.4241 2.6937
*
```

Atomic partial charges in e from the Mulliken method, atoms 1 to 6: H 0.25; N -0.74; C 0.23; N -0.07; C 0.26; N -0.73

***

*x*
Entry from the Open Molecules 2025 dataset: an isolated molecule of C4H9N3 (ωB97M-V/def2-TZVPD).

Orbital gap ... 9.3 eV
Lowest unoccupied orbital energy ... 0.964 eV
SMILES string ... C1N[C@H]2CN[C@@H]1N2

ORCA input file:
```
! RIJCOSX wB97M-V def2-TZVPD def2/J DEFGRID3
* xyz 0 1
C -1.4032 0.3945 -0.2916
N -1.0229 -0.9861 -0.4300
C 0.3027 -1.0905 0.3056
C 1.4625 -0.3586 -0.3051
N 0.9657 1.0417 -0.3532
C -0.1480 1.0372 0.4774
N 0.1476 -0.1306 1.3955
H -1.5358 0.9426 -1.2895
H -2.2879 0.5313 0.4047
H -0.7842 -1.1406 -1.3995
H 0.4730 -2.0942 0.6606
H 2.3593 -0.4569 0.3498
H 1.7879 -0.7501 -1.3883
H 0.7671 1.4660 -1.2126
H -0.4000 1.8675 1.1327
H -0.6838 -0.2732 1.9436
*
```

Atomic partial charges in e from the Mulliken method, atoms 1 to 6: C -0.61; N -0.48; C -0.21; C -0.47; N -0.40; C -0.05

***

*y*
Entry from the Open Molecules 2025 dataset: an isolated molecule of C4H9N3 (ωB97M-V/def2-TZVPD).

Orbital gap ... 8.2 eV
Lowest unoccupied orbital energy ... 1.027 eV
SMILES string ... Cn1cc(N)n1C

ORCA input file:
```
! RIJCOSX wB97M-V def2-TZVPD def2/J DEFGRID3
* xyz 0 1
C -0.0960 2.0926 -0.7317
N -0.3033 0.6689 -0.8943
C 0.8116 -0.1678 -1.1531
C 0.8184 -0.7407 0.0732
N 1.5506 -1.6757 0.7685
N -0.2647 -0.0069 0.5930
C -1.5270 -0.6526 0.8764
H 0.7579 2.3304 -0.0864
H -1.0003 2.5372 -0.3163
H 0.0665 2.5147 -1.7256
H 1.3781 -0.2247 -2.0616
H 1.0389 -2.1759 1.4811
H 2.3301 -2.0755 0.2686
H -1.8453 -1.3345 0.0776
H -2.2871 0.1154 1.0166
H -1.4283 -1.2048 1.8141
*
```

Atomic partial charges in e from the Mulliken method, atoms 1 to 6: C -0.77; N -0.20; C -0.75; C 0.53; N -0.42; N -0.19

***

*z*
Entry from the Open Molecules 2025 dataset: a structure of composition C4H9N3 (ωB97M-V/def2-TZVPD).

Orbital gap ... 8.1 eV
Lowest unoccupied orbital energy ... 0.780 eV

ORCA input file:
```
! RIJCOSX wB97M-V def2-TZVPD def2/J DEFGRID3
* xyz 0 1
C 0.9859 1.1910 -0.7918
N 0.0687 -1.8719 -0.2836
C -0.0381 -0.2775 1.6628
N -0.4318 -0.9804 -1.1845
C -0.7868 0.5302 0.8916
C -0.4354 0.8038 -0.4664
N 0.5642 -0.8289 2.5724
H -0.7306 -2.2466 0.2238
H -1.3879 -1.1105 -1.5174
H 0.1940 -0.8829 -1.9786
H 0.9396 -0.2094 3.2927
H -1.8133 0.6643 1.2173
H -1.1932 1.3450 -1.0293
H 1.1500 1.2638 -1.8712
H 1.6778 0.4495 -0.3824
H 1.2368 2.1604 -0.3553
*
```

Atomic partial charges in e from the Mulliken method, atoms 1 to 6: C -1.31; N -0.84; C 0.45; N -0.04; C -0.55; C 0.06

***

Which structure wins on stability? *w* wins.

***

*w*
Entry from the Open Molecules 2025 dataset: an isolated molecule of C4H9N3 (ωB97M-V/def2-TZVPD).

Orbital gap ... 9.2 eV
Lowest unoccupied orbital energy ... 0.897 eV
SMILES string ... C/N=C\C=C/NN

ORCA input file:
```
! RIJCOSX wB97M-V def2-TZVPD def2/J DEFGRID3
* xyz 0 1
C -0.2929 0.7460 -1.7051
N 0.9167 -0.0147 -1.8812
C 1.6540 -0.1100 -0.8627
C 1.4118 0.2934 0.5274
C 0.3569 -0.1187 1.2705
N -0.6107 -0.9537 0.7635
N -1.9168 -0.7996 1.2572
H -0.5593 1.2390 -2.6797
H -1.1494 0.0305 -1.5253
H -0.2566 1.5910 -0.8927
H 2.6677 -0.5973 -1.0324
H 2.1900 0.8127 1.0788
H 0.1999 0.2115 2.3276
H -0.6372 -1.3573 -0.2070
H -2.0610 0.1885 1.3460
H -1.9131 -1.1613 2.2151
*
```

Atomic partial charges in e from the Mulliken method, atoms 1 to 6: C -0.72; N -0.54; C 0.06; C -0.59; C -0.09; N -0.12

***

*x*
Entry from the Open Molecules 2025 dataset: a cluster of 2 separate species, C4H9N3 in total (ωB97M-V/def2-TZVPD).

Orbital gap (alpha / beta) ... 7.5 / 8.8 eV
Lowest unoccupied orbital energy (alpha / beta) ... -0.067 / 0.910 eV

ORCA input file:
```
! RIJCOSX wB97M-V def2-TZVPD def2/J DEFGRID3
* xyz 0 1
C -2.0195 -0.3737 -0.8838
N 1.3898 -0.7335 0.3361
C -0.3268 1.1756 0.0738
C -1.0603 0.0388 0.2171
N 2.5466 -1.3555 0.2135
C 0.0831 2.4104 0.1097
N -0.8267 -0.8607 1.1811
H 0.8046 -1.0077 -0.4484
H 3.2231 -1.2032 0.9443
H 2.7290 -2.0930 -0.4557
H -0.2462 -0.4420 1.9024
H -1.7611 -1.3680 -1.2578
H -3.0317 -0.4361 -0.4786
H -2.0177 0.3329 -1.7137
H 1.0454 2.7187 -0.2877
H -0.5314 3.1971 0.5477
*
```

Atomic partial charges in e from the Mulliken method, atoms 1 to 6: C -1.10; N -0.09; C 0.49; C 0.34; N -0.46; C -0.81

***

Which structure wins on stability? *w* wins.

***

*w*
Entry from the Open Molecules 2025 dataset: an isolated molecule of C4H9N3 (ωB97M-V/def2-TZVPD).

Orbital gap ... 8.6 eV
Lowest unoccupied orbital energy ... 1.051 eV
SMILES string ... CN1CC=NN1C

ORCA input file:
```
! RIJCOSX wB97M-V def2-TZVPD def2/J DEFGRID3
* xyz 0 1
C -0.5291 -0.9351 1.3714
N 0.2461 -0.5077 0.1679
C 1.5925 -0.0227 0.2362
C 1.3828 1.3825 -0.2369
N 0.2323 1.6024 -0.7063
N -0.5482 0.5389 -0.3853
C -1.5219 -0.0093 -1.3565
H -1.0211 -0.0365 1.7959
H -1.1556 -1.6516 0.9450
H 0.1784 -1.3433 2.1434
H 2.2267 -0.5450 -0.5781
H 1.9805 -0.0076 1.3412
H 2.2370 2.0397 -0.2711
H -1.6042 -0.9408 -0.8803
H -2.4719 0.5403 -1.2176
H -1.2244 -0.1041 -2.3690
*
```

Atomic partial charges in e from the Mulliken method, atoms 1 to 6: C -0.86; N -0.21; C -0.32; C -0.22; N -0.77; N 0.40

***

*x*
Entry from the Open Molecules 2025 dataset: a structure of composition C4H9N3 (ωB97M-V/def2-TZVPD).

Orbital gap (alpha / beta) ... 8.4 / 8.4 eV
Lowest unoccupied orbital energy (alpha / beta) ... 1.051 / 1.051 eV

ORCA input file:
```
! RIJCOSX wB97M-V def2-TZVPD def2/J DEFGRID3
* xyz 0 1
C 0.0986 0.8789 0.2669
N 2.1188 0.1144 0.3370
C 0.1669 -0.4233 0.7294
N 2.3506 -0.4791 -0.9324
C -1.8693 0.8170 0.2605
C -2.4999 0.2705 -0.7690
N -0.0631 -1.5295 1.1831
H 2.4990 -0.4669 1.0872
H 3.1887 -0.0909 -1.3585
H 2.4642 -1.4900 -0.8883
H -1.0471 -1.7890 1.3325
H 0.2527 1.0394 -0.7927
H 0.2594 1.6678 0.9902
H -2.3973 1.3626 1.0423
H -1.9553 -0.2825 -1.5359
H -3.5668 0.4006 -0.9525
*
```

Atomic partial charges in e from the Mulliken method, atoms 1 to 6: C -0.43; N -0.58; C 0.52; N -0.43; C -0.43; C -0.56

***

*y*
Entry from the Open Molecules 2025 dataset: an isolated molecule of C4H9N3 (ωB97M-V/def2-TZVPD).

Orbital gap ... 8.8 eV
Lowest unoccupied orbital energy ... 0.764 eV
SMILES string ... CN/N=C\C=C/N

ORCA input file:
```
! RIJCOSX wB97M-V def2-TZVPD def2/J DEFGRID3
* xyz 0 1
C -0.5367 0.2697 1.9298
N -0.2061 1.2233 0.7951
N -1.2770 0.9370 -0.1878
C -1.0814 -0.2204 -0.7513
C -0.0671 -1.2240 -0.8288
C 1.2473 -1.2202 -0.8358
N 1.7663 0.1446 -0.7104
H -0.4837 0.7651 2.9957
H -0.0177 -0.6719 1.8021
H -1.5574 -0.2376 2.0279
H -0.7960 2.0266 1.2942
H -2.0516 -0.8182 -1.1943
H -0.4448 -2.2343 -1.0154
H 2.0322 -1.8080 -1.2231
H 1.1759 0.8203 -0.0301
H 2.7877 0.3930 -1.0184
*
```

Atomic partial charges in e from the Mulliken method, atoms 1 to 6: C -0.81; N -0.41; N -0.59; C 0.13; C -0.50; C -0.16

***

Which structure wins on stability? *w* wins.

***

*w*
Entry from the Open Molecules 2025 dataset: an isolated molecule of C4H9N3 (ωB97M-V/def2-TZVPD).

Orbital gap ... 9.7 eV
Lowest unoccupied orbital energy ... 0.763 eV
SMILES string ... [H]/N=C\NNC1CC1

ORCA input file:
```
! RIJCOSX wB97M-V def2-TZVPD def2/J DEFGRID3
* xyz 0 1
H -2.4485 -1.2907 -0.1168
N -2.8132 -0.3213 0.5751
C -1.6092 0.1459 1.3729
N -0.4148 -0.4133 1.3484
N 0.5563 0.2984 0.6740
C 0.7193 0.5136 -0.8010
C 2.1328 0.5181 -1.3543
C 1.1819 -0.5530 -1.5438
H -1.5858 1.0836 2.1159
H -0.6007 -1.2009 0.8164
H 1.4224 -0.2824 0.7420
H 0.0471 1.2332 -1.1130
H 2.9553 0.5187 -0.7838
H 2.0859 1.2745 -2.3074
H 1.7661 -1.4328 -1.1357
H 0.5113 -0.5982 -2.4425
*
```

Atomic partial charges in e from the Mulliken method, atoms 1 to 6: H 0.21; N -0.54; C 0.00; N -0.24; N -0.42; C -0.55

***

*x*
Entry from the Open Molecules 2025 dataset: an isolated molecule of C4H9N3 (ωB97M-V/def2-TZVPD).

Orbital gap ... 8.1 eV
Lowest unoccupied orbital energy ... 0.778 eV
SMILES string ... [H]/N=C/C(N)=C(\C)N

ORCA input file:
```
! RIJCOSX wB97M-V def2-TZVPD def2/J DEFGRID3
* xyz 0 1
H 3.4010 -0.7549 0.6781
N 2.6279 -0.7524 0.0284
C 1.5045 -0.4302 0.5409
C 0.3330 -0.3372 -0.3063
N 0.4979 -0.8312 -1.6191
C -0.9313 -0.1172 0.1747
C -0.9211 1.0497 1.2487
N -2.0116 -0.1812 -0.6674
H 1.3781 -0.1889 1.6000
H 1.4647 -1.1004 -1.7616
H 0.1966 -0.1858 -2.3413
H -0.6957 2.0372 0.8349
H -0.2613 0.8177 2.0810
H -1.9415 1.0605 1.6366
H -1.8294 -0.4917 -1.6120
H -2.8118 0.4061 -0.5154
*
```

Atomic partial charges in e from the Mulliken method, atoms 1 to 6: H 0.24; N -0.70; C -0.08; C 0.31; N -0.66; C 0.34

***

Which structure wins on stability? *x* wins.